1.
Formula: C4H11N2O
Source: OMol25
Level of theory: ωB97M-V with the def2-TZVPD basis set

Properties
* ΔE to the lowest compared entry with this formula, charge and spin: 294.5 kJ/mol
* largest force on an atom: 0.07401 hartree/bohr
* charge: +1
* frontier orbital gap: 8.777 eV
* spin multiplicity: 1
* HOMO level: -14.117 eV

The geometry in XYZ format:
```
18
Properties=species:S:1:pos:R:3:forces:R:3:nbo_charge:R:1
C -2.7844 -0.1054 -0.6282 -0.8 1.7 3.1 0.372
C -0.2929 0.7897 -0.6013 -0.3 -3.1 1.9 -0.747
C -0.0969 -0.9193 1.9908 -2.2 1.0 0.7 -0.420
C -1.3715 0.0556 0.0433 -1.0 -0.9 0.3 0.390
N 2.2269 -0.5318 -1.1894 -2.2 0.8 2.6 -1.051
N -1.2983 -0.5539 1.1798 0.5 -0.8 -0.7 -0.406
O -3.7562 -0.1612 0.1199 2.1 -0.5 -2.1 -0.415
H -2.7586 0.1420 -1.6769 -0.5 -0.4 -0.8 0.172
H 0.4570 0.0557 -0.9250 0.1 -0.2 -0.6 0.334
H -0.6042 1.3517 -1.3675 -1.2 2.1 -3.0 0.253
H 0.2163 1.3505 0.0974 1.1 1.5 1.6 0.254
H -0.3714 -0.5808 3.0296 0.7 -0.5 -0.9 0.253
H -0.0427 -2.0277 1.9514 0.6 0.9 -0.1 0.254
H 0.6506 -0.2757 1.5645 1.0 -0.5 0.3 0.217
H 2.3894 -1.4822 -1.0746 0.6 -2.1 -0.3 0.373
H 2.2533 -0.1847 -0.2119 0.6 0.1 -1.1 0.349
H 2.8970 -0.1127 -1.7470 1.7 0.9 -1.1 0.388
H -2.1087 -1.1079 1.3924 -0.8 0.0 0.3 0.431
```
Positions in Å, forces in eV/Å.


2.
Formula: C4H11N2O
Source: OMol25
Level of theory: ωB97M-V with the def2-TZVPD basis set

Properties
* ΔE to the lowest compared entry with this formula, charge and spin: 134.6 kJ/mol
* largest force on an atom: 0.03063 hartree/bohr
* charge: +1
* frontier orbital gap: 10.752 eV
* spin multiplicity: 1
* HOMO level: -14.087 eV

The geometry in XYZ format:
```
18
Properties=species:S:1:pos:R:3:forces:R:3:nbo_charge:R:1
C 0.3470 0.8314 -2.5951 -0.1 -0.6 0.7 -0.401
N -0.0892 -0.4054 -1.9306 -0.1 -0.6 -0.6 -0.591
C -0.3588 -0.5808 -0.6387 -0.5 1.2 0.9 0.660
O -1.3644 -1.0790 -0.1511 0.4 -0.6 -0.4 -0.597
C 0.6524 -0.0657 0.3904 0.2 -0.4 0.9 -0.326
N -0.1639 0.3405 1.5979 0.6 0.0 -0.7 -0.498
C 0.5629 0.5139 2.8828 0.3 -0.4 -0.3 -0.420
H -0.5072 1.4780 -2.7657 -0.2 0.0 -0.3 0.212
H 0.8003 0.5084 -3.5249 0.3 0.5 0.0 0.236
H 1.0088 1.3632 -1.9230 0.5 0.1 -0.3 0.198
H -0.6211 -1.0254 -2.5252 -0.3 0.1 0.0 0.418
H 1.3315 0.7328 0.1609 0.1 0.4 -0.5 0.235
H 1.2761 -0.9136 0.6812 -0.1 -0.1 0.0 0.253
H -0.5377 1.2447 1.3134 -0.7 -0.2 0.3 0.431
H -0.8893 -0.3919 1.6126 -0.4 0.3 0.0 0.474
H -0.1120 0.4978 3.7092 -0.8 0.2 0.3 0.246
H 1.2101 -0.3510 3.0266 0.3 0.4 -0.2 0.236
H 1.0478 1.4815 2.8454 0.5 -0.2 0.1 0.233
```
Positions in Å, forces in eV/Å.


3.
Formula: C4H11N2O
Source: OMol25
Level of theory: ωB97M-V with the def2-TZVPD basis set

Properties
* ΔE to the lowest compared entry with this formula, charge and spin: 531.8 kJ/mol
* largest force on an atom: 0.07986 hartree/bohr
* charge: +1
* frontier orbital gap: 5.150 eV
* spin multiplicity: 1
* HOMO level: -13.983 eV

The geometry in XYZ format:
```
18
Properties=species:S:1:pos:R:3:forces:R:3:nbo_charge:R:1
N -3.4659 -0.9155 0.0626 0.6 0.3 -1.0 -1.015
C -1.1206 1.5076 -0.3237 -1.5 0.8 0.3 0.140
C -0.3867 0.3267 -0.0745 3.2 -2.3 1.1 0.430
N 0.6482 0.4076 0.9086 -1.3 3.0 -1.4 -0.427
C 1.7990 -0.3982 0.6440 1.5 -1.4 2.3 -0.261
C 2.6541 -0.0981 -0.5927 -1.1 0.7 -0.8 -0.608
O -0.3826 -0.7001 -0.7386 -1.4 0.6 -0.6 -0.481
H -2.5001 -1.0610 -0.1833 0.4 -0.1 0.6 0.363
H -3.6724 -1.1151 1.0305 0.0 -0.3 -0.1 0.386
H -3.9143 -1.5407 -0.6032 -0.7 0.2 0.5 0.389
H -1.7184 1.6168 -1.2203 0.2 -0.3 -0.4 0.255
H -1.1524 2.3948 0.3130 0.3 -0.3 0.2 0.234
H 0.7937 1.3509 1.2911 0.0 -0.6 0.2 0.404
H 1.3908 -1.4102 0.6441 0.3 -0.1 -0.3 0.248
H 2.5187 -0.3407 1.5353 -1.3 0.1 -1.0 0.242
H 3.3173 -0.9466 -0.7931 0.0 0.4 0.2 0.259
H 2.0196 0.0755 -1.4873 0.4 -0.3 0.4 0.219
H 3.1721 0.8463 -0.4122 0.4 -0.3 -0.1 0.222
```
Positions in Å, forces in eV/Å.


4.
Formula: C4H11N2O
Source: OMol25
Level of theory: ωB97M-V with the def2-TZVPD basis set

Properties
* ΔE to the lowest compared entry with this formula, charge and spin: 419.1 kJ/mol
* largest force on an atom: 0.09711 hartree/bohr
* charge: +1
* frontier orbital gap: 10.801 eV
* spin multiplicity: 1
* HOMO level: -15.044 eV

The geometry in XYZ format:
```
18
Properties=species:S:1:pos:R:3:forces:R:3:nbo_charge:R:1
C 0.5758 -0.7788 1.9674 -1.1 -1.8 -1.6 -0.402
N -0.3198 -0.0966 0.9768 0.9 4.4 2.1 -0.613
C -0.1520 -0.2455 -0.5190 -0.7 -2.4 -1.1 -0.135
C 1.2149 -0.8495 -0.8558 0.9 -1.7 0.5 -0.657
C -0.4941 1.1742 -1.0730 0.0 0.6 3.3 0.700
N -1.6371 1.5033 -1.7960 0.0 1.2 2.1 -0.832
O 0.1029 1.9630 -0.2506 -2.1 -0.4 -3.3 -0.593
H 0.5405 -1.8787 1.8825 0.3 0.5 -0.4 0.230
H 0.0730 -0.6065 2.8705 0.1 0.7 1.7 0.229
H 1.5317 -0.3541 1.7917 1.0 -0.1 0.7 0.224
H -1.1151 0.3853 1.6050 1.0 -1.9 -2.9 0.468
H 0.2477 0.9145 0.8473 -1.1 -1.2 0.3 0.484
H -0.7132 -1.0776 -0.9163 -1.6 0.5 0.4 0.236
H 1.6277 -1.6217 -0.0704 -0.9 1.9 -1.1 0.252
H 1.9913 -0.0649 -1.0609 -0.6 -1.2 -0.3 0.256
H 0.8962 -1.6306 -1.6263 1.5 1.6 0.1 0.257
H -2.2157 2.1261 -1.1493 1.1 -0.5 -1.9 0.437
H -2.1548 1.1381 -2.6234 1.3 -0.3 1.2 0.458
```
Positions in Å, forces in eV/Å.


5.
Formula: C4H11N2O
Source: OMol25
Level of theory: ωB97M-V with the def2-TZVPD basis set

Properties
* ΔE to the lowest compared entry with this formula, charge and spin: 217.7 kJ/mol
* largest force on an atom: 0.09630 hartree/bohr
* charge: +1
* frontier orbital gap: 10.945 eV
* spin multiplicity: 1
* HOMO level: -14.320 eV

The geometry in XYZ format:
```
18
Properties=species:S:1:pos:R:3:forces:R:3:nbo_charge:R:1
C 1.5349 -1.5377 -1.3316 1.2 -4.5 1.5 -0.680
C 1.0618 -0.2106 -0.9522 0.7 0.6 3.1 -0.241
N -0.4436 -0.0525 -0.8361 1.6 -0.1 -0.1 -0.517
C -0.7770 -0.1147 0.6892 -0.9 0.4 -3.3 -0.298
C -0.7744 1.3408 1.0624 -1.9 1.3 4.4 0.620
N -1.5655 1.5824 2.1425 -0.8 -0.7 0.8 -0.798
O -0.1671 2.2838 0.6642 1.8 0.2 -3.0 -0.562
H 2.3113 -2.1281 -0.6231 -1.6 2.1 -1.3 0.263
H 1.9888 -1.5489 -2.2854 0.5 0.0 -1.1 0.251
H 0.7718 -2.3542 -1.3635 0.0 0.9 -0.1 0.230
H 1.5608 0.1186 0.0139 -1.2 -0.4 -0.8 0.239
H 1.4140 0.5435 -1.5504 0.6 1.6 -2.1 0.236
H -0.6700 0.8260 -1.4000 -0.1 -1.0 1.7 0.474
H -0.8830 -0.8258 -1.3383 0.0 0.0 0.1 0.438
H -0.0273 -0.6823 1.2494 -0.2 -0.1 -0.5 0.271
H -1.7739 -0.5753 0.6217 0.3 0.3 1.1 0.250
H -1.9237 0.8091 2.6888 -0.2 0.3 -0.1 0.393
H -1.6380 2.5261 2.5486 0.3 -0.9 -0.5 0.434
```
Positions in Å, forces in eV/Å.


6.
Formula: C4H11N2O2
Source: OMol25
Level of theory: ωB97M-V with the def2-TZVPD basis set

Properties
* ΔE to the lowest compared entry with this formula, charge and spin: 0.0 kJ/mol
* largest force on an atom: 0.01522 hartree/bohr
* charge: -1
* frontier orbital gap: 8.481 eV
* spin multiplicity: 1
* HOMO level: -4.354 eV

The geometry in XYZ format:
```
19
Properties=species:S:1:pos:R:3:forces:R:3:nbo_charge:R:1
C -1.1196 -0.6811 1.5141 0.1 0.0 0.0 -0.635
C -1.7023 0.3771 0.5845 -0.4 0.5 -0.4 -0.035
C -1.0738 1.7405 0.8598 -0.2 0.0 0.6 -0.610
N -1.5705 0.0898 -0.8492 0.2 0.0 0.0 -0.884
H -1.2297 -0.3859 2.5667 0.2 0.1 -0.1 0.180
H -1.6504 -1.6275 1.4135 0.0 -0.1 -0.2 0.188
H -0.0713 -0.8466 1.2448 0.0 -0.1 0.2 0.254
H -2.7837 0.4719 0.8034 0.2 -0.1 -0.1 0.146
H -1.5173 2.5564 0.2853 0.1 -0.3 -0.4 0.200
H -1.2615 2.0129 1.9065 0.3 -0.1 0.0 0.179
H -0.0034 1.6712 0.6690 0.1 0.2 0.0 0.229
H -1.9717 -0.8212 -1.0338 0.1 -0.1 -0.1 0.333
H -0.5740 0.0614 -1.1592 -0.5 0.0 0.5 0.425
N 3.4745 -0.6388 -1.7257 0.1 0.1 0.3 -0.918
C 2.1984 -0.7321 -1.0905 -0.3 0.1 -0.3 0.866
O 2.0864 -1.6406 -0.2464 -0.1 0.0 0.3 -0.803
O 1.3419 0.1113 -1.4703 0.1 0.0 0.1 -0.835
H 3.9809 -1.5043 -1.6360 0.1 0.0 -0.2 0.361
H 3.4469 -0.2144 -2.6366 0.0 -0.1 -0.1 0.360
```
Positions in Å, forces in eV/Å.


What did the second record say?
Formula: C4H11N2O
Source: OMol25
Level of theory: ωB97M-V with the def2-TZVPD basis set

Properties
* ΔE to the lowest compared entry with this formula, charge and spin: 134.6 kJ/mol
* largest force on an atom: 0.03063 hartree/bohr
* charge: +1
* frontier orbital gap: 10.752 eV
* spin multiplicity: 1
* HOMO level: -14.087 eV

The geometry in XYZ format:
```
18
Properties=species:S:1:pos:R:3:forces:R:3:nbo_charge:R:1
C 0.3470 0.8314 -2.5951 -0.1 -0.6 0.7 -0.401
N -0.0892 -0.4054 -1.9306 -0.1 -0.6 -0.6 -0.591
C -0.3588 -0.5808 -0.6387 -0.5 1.2 0.9 0.660
O -1.3644 -1.0790 -0.1511 0.4 -0.6 -0.4 -0.597
C 0.6524 -0.0657 0.3904 0.2 -0.4 0.9 -0.326
N -0.1639 0.3405 1.5979 0.6 0.0 -0.7 -0.498
C 0.5629 0.5139 2.8828 0.3 -0.4 -0.3 -0.420
H -0.5072 1.4780 -2.7657 -0.2 0.0 -0.3 0.212
H 0.8003 0.5084 -3.5249 0.3 0.5 0.0 0.236
H 1.0088 1.3632 -1.9230 0.5 0.1 -0.3 0.198
H -0.6211 -1.0254 -2.5252 -0.3 0.1 0.0 0.418
H 1.3315 0.7328 0.1609 0.1 0.4 -0.5 0.235
H 1.2761 -0.9136 0.6812 -0.1 -0.1 0.0 0.253
H -0.5377 1.2447 1.3134 -0.7 -0.2 0.3 0.431
H -0.8893 -0.3919 1.6126 -0.4 0.3 0.0 0.474
H -0.1120 0.4978 3.7092 -0.8 0.2 0.3 0.246
H 1.2101 -0.3510 3.0266 0.3 0.4 -0.2 0.236
H 1.0478 1.4815 2.8454 0.5 -0.2 0.1 0.233
```
Positions in Å, forces in eV/Å.


The highest HOMO level belongs to which entry?
C4H11N2O2


Look up the spin multiplicity of the fifth one.
1


Repeat the third record exactly.
Formula: C4H11N2O
Source: OMol25
Level of theory: ωB97M-V with the def2-TZVPD basis set

Properties
* ΔE to the lowest compared entry with this formula, charge and spin: 531.8 kJ/mol
* largest force on an atom: 0.07986 hartree/bohr
* charge: +1
* frontier orbital gap: 5.150 eV
* spin multiplicity: 1
* HOMO level: -13.983 eV

The geometry in XYZ format:
```
18
Properties=species:S:1:pos:R:3:forces:R:3:nbo_charge:R:1
N -3.4659 -0.9155 0.0626 0.6 0.3 -1.0 -1.015
C -1.1206 1.5076 -0.3237 -1.5 0.8 0.3 0.140
C -0.3867 0.3267 -0.0745 3.2 -2.3 1.1 0.430
N 0.6482 0.4076 0.9086 -1.3 3.0 -1.4 -0.427
C 1.7990 -0.3982 0.6440 1.5 -1.4 2.3 -0.261
C 2.6541 -0.0981 -0.5927 -1.1 0.7 -0.8 -0.608
O -0.3826 -0.7001 -0.7386 -1.4 0.6 -0.6 -0.481
H -2.5001 -1.0610 -0.1833 0.4 -0.1 0.6 0.363
H -3.6724 -1.1151 1.0305 0.0 -0.3 -0.1 0.386
H -3.9143 -1.5407 -0.6032 -0.7 0.2 0.5 0.389
H -1.7184 1.6168 -1.2203 0.2 -0.3 -0.4 0.255
H -1.1524 2.3948 0.3130 0.3 -0.3 0.2 0.234
H 0.7937 1.3509 1.2911 0.0 -0.6 0.2 0.404
H 1.3908 -1.4102 0.6441 0.3 -0.1 -0.3 0.248
H 2.5187 -0.3407 1.5353 -1.3 0.1 -1.0 0.242
H 3.3173 -0.9466 -0.7931 0.0 0.4 0.2 0.259
H 2.0196 0.0755 -1.4873 0.4 -0.3 0.4 0.219
H 3.1721 0.8463 -0.4122 0.4 -0.3 -0.1 0.222
```
Positions in Å, forces in eV/Å.